C17H34NS | wB97M-V/def2-TZVPD

XYZ file:
```
53
Properties=species:S:1:pos:R:3
S -1.432 -0.809 -0.228
N -0.746 -2.020 0.873
C 0.593 -1.697 1.511
C 1.254 -2.835 2.499
C 0.499 -4.269 2.776
C -0.964 -4.497 2.064
C -1.538 -3.295 1.097
H -1.520 -1.486 -1.455
H 1.190 -0.697 1.333
H 2.301 -2.657 2.999
H 0.981 -5.105 3.463
H -1.568 -5.512 2.223
H -2.584 -3.447 0.581
C -6.411 2.293 -4.495
C -6.068 2.831 -3.114
C -4.624 2.541 -2.696
C -4.264 1.056 -2.574
C -5.126 0.253 -1.598
C -5.015 0.738 -0.160
H -6.325 1.204 -4.538
H -7.441 2.555 -4.755
H -5.751 2.723 -5.255
H -6.770 2.427 -2.377
H -6.217 3.917 -3.117
H -4.428 3.045 -1.742
H -3.944 3.003 -3.424
H -3.212 0.981 -2.264
H -4.320 0.584 -3.561
H -4.807 -0.796 -1.636
H -6.175 0.265 -1.911
H -3.979 0.689 0.189
H -5.624 0.109 0.497
H -5.368 1.768 -0.053
C 7.443 0.372 2.887
C 6.292 1.256 2.435
C 4.937 0.545 2.466
C 4.812 -0.665 1.533
C 5.074 -0.380 0.053
C 4.085 0.605 -0.552
H 7.571 -0.493 2.229
H 8.380 0.939 2.875
H 7.280 0.010 3.907
H 6.498 1.646 1.433
H 6.241 2.128 3.099
H 4.153 1.273 2.226
H 4.734 0.213 3.492
H 3.801 -1.081 1.641
H 5.497 -1.454 1.864
H 5.006 -1.324 -0.501
H 6.095 -0.013 -0.094
H 3.059 0.235 -0.459
H 4.298 0.747 -1.616
H 4.144 1.585 -0.069
```

Results
total charge = +1
gap between HOMO and LUMO = 7.50 eV

Atomic partial charges in e from the Löwdin method, atoms 1 to 8: atom 1 (S): 0.819, atom 2 (N): -0.475, atom 3 (C): 0.012, atom 4 (C): 0.026, atom 5 (C): 0.026, atom 6 (C): 0.022, atom 7 (C): 0.002, atom 8 (H): -0.063


C17H35BrN3O5 | wB97M-V/def2-TZVPD

XYZ file:
```
61
Properties=species:S:1:pos:R:3
O 2.185 0.765 1.496
C 1.863 1.459 0.302
C 0.595 2.296 0.460
O 0.833 3.604 -0.040
C -0.306 4.340 -0.363
O -1.429 3.892 0.372
C -2.619 3.710 -0.341
C -2.784 2.237 -0.647
C -2.348 1.721 -1.861
C -2.478 0.374 -2.139
C -3.063 -0.452 -1.190
C -3.466 0.074 0.014
N -3.316 1.397 0.256
Br -3.823 1.970 1.949
H 1.398 0.285 1.765
H 2.671 2.117 0.002
H 1.725 0.739 -0.508
H 0.296 2.309 1.505
H -0.203 1.784 -0.087
H -0.104 5.375 -0.096
H -0.481 4.295 -1.445
H -2.666 4.240 -1.291
H -3.445 4.074 0.261
H -1.892 2.374 -2.585
H -2.131 -0.042 -3.071
H -3.201 -1.503 -1.375
H -3.906 -0.534 0.784
C 0.925 -0.646 3.949
C -0.501 -0.107 3.961
C -1.544 -1.082 4.524
O -1.910 -2.126 3.641
C -1.024 -3.236 3.612
N -0.861 0.327 2.605
H 1.087 -1.359 3.140
H 1.634 0.168 3.805
H 1.168 -1.140 4.891
H -0.509 0.773 4.610
H -2.468 -0.522 4.702
H -1.228 -1.488 5.492
H -0.591 -3.427 4.596
H -0.226 -3.090 2.881
H -1.602 -4.109 3.310
H -1.770 0.785 2.632
H -1.022 -0.518 2.060
C 3.605 -2.756 -4.167
C 3.001 -2.737 -2.766
C 1.537 -2.276 -2.730
O 1.348 -0.877 -2.876
C 1.387 -0.398 -4.210
N 3.860 -1.937 -1.890
H 3.871 -1.756 -4.510
H 4.519 -3.347 -4.171
H 2.917 -3.196 -4.891
H 3.011 -3.766 -2.393
H 1.132 -2.519 -1.743
H 0.930 -2.819 -3.467
H 0.959 -1.121 -4.910
H 2.404 -0.150 -4.515
H 0.797 0.520 -4.250
H 3.537 -2.014 -0.929
H 3.722 -0.957 -2.122
```

Results
total charge = +1
gap between HOMO and LUMO = 6.56 eV

Atomic partial charges in e from the Löwdin method, atoms 1 to 8: atom 1 (O): -0.066, atom 2 (C): -0.200, atom 3 (C): -0.179, atom 4 (O): -0.071, atom 5 (C): -0.209, atom 6 (O): -0.097, atom 7 (C): -0.175, atom 8 (C): -0.208


C17H36AsN5OTc | wB97M-V/def2-TZVPD

XYZ file:
```
61
Properties=species:S:1:pos:R:3
Tc 0.490 -0.032 0.378
C -2.144 1.447 -1.569
C -1.094 0.344 -1.637
C -0.968 -0.227 -3.048
C -1.207 -0.691 -0.523
H -1.880 2.286 -2.212
H -2.281 1.820 -0.549
H -3.101 1.051 -1.910
H -0.082 0.917 -1.465
H -1.924 -0.660 -3.343
H -0.217 -1.012 -3.109
H -0.716 0.550 -3.772
H -1.050 -1.734 -0.842
H -2.067 -0.611 0.144
C 4.178 -1.916 -2.961
N 2.954 -1.748 -2.167
C 2.118 -2.952 -2.082
C 2.750 -0.725 -1.361
O 1.990 -0.946 -0.288
N 3.256 0.486 -1.524
C 3.450 1.400 -0.407
C 3.660 1.018 -2.827
H 4.559 -2.916 -2.767
H 4.935 -1.200 -2.655
H 3.974 -1.814 -4.025
H 2.171 -3.462 -3.041
H 1.085 -2.694 -1.884
H 2.480 -3.621 -1.300
H 3.219 0.912 0.530
H 2.819 2.283 -0.534
H 4.494 1.712 -0.389
H 3.207 0.440 -3.628
H 4.744 1.030 -2.939
H 3.293 2.042 -2.887
C 3.230 -1.136 3.716
C 2.286 -2.049 2.946
As 0.555 -1.248 2.528
C -0.082 -0.299 4.112
C 0.562 1.020 4.472
C -0.626 -2.783 2.407
C -0.108 -3.856 1.455
H 4.183 -1.641 3.875
H 2.833 -0.880 4.696
H 3.437 -0.201 3.177
H 2.084 -2.964 3.506
H 2.712 -2.339 1.983
H 0.031 -1.030 4.916
H -1.155 -0.173 3.955
H 1.624 0.930 4.668
H 0.092 1.406 5.376
H 0.421 1.762 3.694
H -1.623 -2.432 2.127
H -0.695 -3.164 3.428
H 0.035 -3.473 0.440
H -0.818 -4.679 1.397
H 0.841 -4.269 1.792
N 0.276 1.639 1.139
C -0.003 2.815 1.361
N -0.225 3.940 1.721
C -0.508 5.009 0.961
N -0.747 5.931 0.324
```

Results
total charge = +2
spin multiplicity = 2
gap between HOMO and LUMO (alpha / beta) = 8.05 / 7.12 eV

Atomic partial charges in e from the Löwdin method, atoms 1 to 8: atom 1 (Tc): 1.232, atom 2 (C): -0.059, atom 3 (C): -0.522, atom 4 (C): -0.052, atom 5 (C): -0.219, atom 6 (H): 0.096, atom 7 (H): 0.076, atom 8 (H): 0.102


C17H36Cl5CsFGaKMg2O8S | wB97M-V/def2-TZVPD

XYZ file:
```
73
Properties=species:S:1:pos:R:3
C -0.757 2.911 -1.968
C -0.362 2.928 -0.648
Ga -0.302 1.056 0.301
C -2.035 0.120 -0.222
C -2.777 -0.565 0.968
C 1.412 0.096 -0.379
C 1.628 -1.324 0.244
C 2.587 -2.263 -0.621
C 1.953 -2.552 -2.035
O 2.654 -3.597 -2.680
H -1.133 1.948 -2.428
H -0.699 3.836 -2.636
H -0.124 3.876 -0.119
H -0.093 1.271 1.866
H -1.844 -0.579 -1.069
H -2.735 0.887 -0.632
H -3.652 -1.104 0.547
H -2.155 -1.305 1.509
H -3.192 0.185 1.671
H 1.288 0.042 -1.483
H 2.257 0.760 -0.067
H 0.684 -1.891 0.382
H 2.098 -1.176 1.237
H 3.600 -1.829 -0.742
H 2.613 -3.243 -0.106
H 0.902 -2.860 -1.838
H 1.933 -1.652 -2.722
H 2.308 -3.672 -3.578
Mg 1.150 4.047 -2.605
C -0.138 7.235 -6.645
C -0.580 6.883 -5.212
O 0.048 5.736 -4.838
H -0.409 6.448 -7.353
H -0.631 8.157 -6.972
H 0.940 7.399 -6.704
H -1.687 6.869 -5.238
H -0.379 7.791 -4.613
C 5.717 -2.833 -3.854
O 5.372 -3.125 -5.014
O 6.157 -3.666 -3.025
O 5.665 -1.670 -3.366
K 0.020 2.051 -4.852
C -5.737 0.449 3.183
Cl -6.293 0.417 1.505
Cl -4.442 1.634 3.380
Cl -7.078 0.800 4.275
H -5.343 -0.531 3.429
Mg 2.609 0.204 -2.613
F 4.683 -2.583 -6.991
Cl -6.074 -3.689 -1.953
C -7.489 -3.499 -0.885
C -7.193 -2.606 0.296
Cl -6.052 -3.355 1.441
H -7.807 -4.490 -0.567
H -8.284 -3.061 -1.487
H -8.111 -2.409 0.849
H -6.775 -1.655 -0.019
Cs 8.103 -4.903 -3.389
O 4.009 -0.642 7.594
S 3.775 -1.382 6.390
O 4.672 -1.296 5.273
O 2.283 -1.082 5.879
C 1.896 0.287 5.687
C 2.477 0.870 4.414
C 3.530 -3.084 6.791
H 2.173 0.886 6.558
H 0.808 0.293 5.626
H 3.562 0.954 4.479
H 2.072 1.866 4.227
H 2.252 0.230 3.559
H 2.818 -3.154 7.609
H 4.493 -3.492 7.091
H 3.163 -3.604 5.909
```

Results
total charge = +1
gap between HOMO and LUMO = 3.05 eV

Atomic partial charges in e from the Löwdin method, atoms 1 to 8: atom 1 (C): -0.286, atom 2 (C): -0.192, atom 3 (Ga): 0.424, atom 4 (C): -0.331, atom 5 (C): -0.213, atom 6 (C): -0.342, atom 7 (C): -0.237, atom 8 (C): -0.152


C17H36F36N5OP6 | wB97M-V/def2-TZVPD

XYZ file:
```
101
Properties=species:S:1:pos:R:3
C 2.403 -1.915 -0.697
N 1.918 -1.521 0.696
C 0.459 -1.931 0.925
C 2.867 -2.021 1.793
C 2.012 0.034 0.731
C 1.175 0.846 1.685
O 1.652 0.677 3.005
H 3.315 -1.380 -0.960
H 1.677 -1.764 -1.493
H 2.646 -2.970 -0.596
H 0.447 -2.981 0.644
H -0.114 -1.250 0.297
H 0.083 -1.720 1.924
H 2.553 -1.540 2.717
H 3.865 -1.627 1.598
H 2.869 -3.108 1.818
H 1.702 0.377 -0.259
H 3.083 0.233 0.712
H 0.143 0.482 1.713
H 1.026 1.848 1.277
H 1.698 1.568 3.385
C -0.857 4.088 0.013
C -0.437 4.229 -1.441
N -1.029 3.209 -2.287
C -2.049 2.309 -2.030
C -2.368 1.774 -3.274
N -1.529 2.288 -4.245
C -0.779 3.259 -3.609
C -1.509 1.961 -5.632
H -0.682 3.144 0.528
H -1.900 4.361 0.186
H -0.301 4.841 0.573
H 0.640 4.067 -1.514
H -0.682 5.186 -1.900
H -2.331 2.131 -1.005
H -2.980 0.903 -3.456
H -0.036 3.899 -4.059
H -0.659 2.519 -6.027
H -2.389 2.382 -6.116
H -1.219 0.912 -5.675
C -5.077 2.437 -2.263
C -5.760 2.263 -0.887
N -4.826 1.839 0.172
C -4.236 2.599 1.171
C -3.396 1.850 1.950
N -3.630 0.581 1.567
C -4.438 0.539 0.437
C -3.039 -0.634 2.118
H -4.131 2.979 -2.296
H -5.744 3.120 -2.790
H -4.874 1.427 -2.615
H -6.594 1.562 -0.926
H -6.250 3.120 -0.422
H -4.452 3.655 1.116
H -2.739 2.105 2.769
H -4.883 -0.332 -0.018
H -3.146 -0.679 3.201
H -1.994 -0.592 1.810
H -3.389 -1.599 1.752
P 7.082 -1.390 1.732
F 8.400 -2.299 2.111
F 6.175 -2.655 1.414
F 6.728 -1.237 3.341
F 5.957 -0.245 1.347
F 8.078 -0.102 2.102
F 7.634 -1.393 0.243
P 2.543 -5.572 -2.387
F 2.146 -6.181 -0.946
F 3.409 -6.903 -2.735
F 1.257 -6.399 -3.088
F 3.128 -4.926 -3.759
F 1.579 -4.306 -1.970
F 3.802 -4.911 -1.597
P -0.360 3.144 4.349
F -1.939 3.533 4.526
F -0.344 2.283 5.708
F -0.738 1.825 3.407
F 1.199 2.900 3.948
F -0.524 3.857 2.887
F 0.270 4.490 4.945
P -3.112 -1.871 -0.860
F -2.494 -0.365 -0.590
F -4.327 -1.601 0.254
F -4.039 -1.198 -1.991
F -3.814 -3.354 -0.942
F -1.887 -2.248 -1.901
F -2.354 -2.344 0.455
P 1.080 -4.686 4.302
F -0.004 -5.423 3.312
F -0.167 -4.499 5.363
F 1.510 -6.051 5.135
F 2.090 -3.926 5.355
F 2.342 -4.789 3.299
F 0.658 -3.234 3.711
P 2.461 1.139 -3.720
F 2.582 1.544 -2.115
F 0.897 0.777 -3.401
F 2.080 2.694 -4.130
F 2.269 0.829 -5.316
F 4.003 1.434 -4.137
F 2.960 -0.379 -3.453
```

Results
total charge = -3
gap between HOMO and LUMO = 7.29 eV

Atomic partial charges in e from the Löwdin method, atoms 1 to 8: atom 1 (C): 0.011, atom 2 (N): -0.276, atom 3 (C): 0.012, atom 4 (C): 0.039, atom 5 (C): -0.099, atom 6 (C): -0.254, atom 7 (O): -0.054, atom 8 (H): 0.109


C17H36N2O5SSiV | wB97M-V/def2-TZVPD

XYZ file:
```
63
Properties=species:S:1:pos:R:3
V 0.026 -3.902 -0.103
N 1.803 -5.015 -0.035
C 2.649 -4.491 1.100
C 1.732 -3.916 2.163
O 1.916 -3.717 3.287
O 0.449 -3.616 1.505
H 1.543 -5.979 0.200
H 2.361 -5.093 -0.886
H 3.284 -3.682 0.736
H 3.276 -5.270 1.531
C -4.712 -6.134 -0.278
C -4.439 -4.618 -0.120
C -3.025 -4.315 -0.163
N -1.894 -4.079 -0.212
H -5.791 -6.265 -0.279
H -4.293 -6.696 0.554
H -4.316 -6.510 -1.218
H -4.818 -4.241 0.835
H -4.914 -4.037 -0.916
C 3.204 1.939 -2.938
C 2.948 2.066 -1.453
C 3.459 0.867 -0.679
C 3.476 3.369 -0.889
O 1.454 2.091 -1.313
Si 0.422 2.143 -0.143
S 0.479 -2.233 -1.082
O 0.915 2.099 1.336
C 0.294 2.236 2.698
C 1.449 2.155 3.672
C -0.678 1.086 2.863
C -0.400 3.581 2.747
O -1.108 2.162 -0.463
C -1.946 2.213 -1.702
C -3.375 2.253 -1.210
C -1.568 3.466 -2.467
C -1.647 0.952 -2.491
H 4.278 1.894 -3.117
H 2.803 2.798 -3.474
H 2.747 1.033 -3.340
H 4.535 0.772 -0.823
H 2.984 -0.050 -1.044
H 3.266 0.977 0.390
H 4.554 3.419 -1.039
H 3.280 3.446 0.182
H 3.026 4.220 -1.400
H 1.928 1.175 3.634
H 1.080 2.322 4.683
H 2.195 2.917 3.451
H -0.176 0.134 2.668
H -1.531 1.193 2.190
H -1.052 1.069 3.886
H 0.303 4.389 2.542
H -0.812 3.743 3.743
H -1.222 3.628 2.029
H -3.551 3.141 -0.604
H -3.608 1.371 -0.612
H -4.051 2.286 -2.064
H -1.712 4.352 -1.848
H -2.205 3.564 -3.346
H -0.531 3.427 -2.804
H -1.796 0.072 -1.858
H -0.623 0.961 -2.873
H -2.323 0.879 -3.343
```

Results
total charge = +3
gap between HOMO and LUMO (alpha / beta) = 6.30 / 6.31 eV

Atomic partial charges in e from the Löwdin method, atoms 1 to 8: atom 1 (V): 0.646, atom 2 (N): -0.004, atom 3 (C): -0.043, atom 4 (C): -0.391, atom 5 (O): 0.301, atom 6 (O): -0.199, atom 7 (H): 0.148, atom 8 (H): 0.144


C17H36N4O5S | wB97M-V/def2-TZVPD

XYZ file:
```
63
Properties=species:S:1:pos:R:3
C 5.162 2.628 2.274
C 4.471 1.608 1.397
O 4.738 0.305 1.893
C 4.975 -0.700 0.936
C 3.714 -1.291 0.351
O 3.182 -0.395 -0.615
C 1.955 -0.826 -1.165
C 0.782 0.092 -0.764
C 0.870 1.435 -1.510
N 2.142 2.141 -1.432
O 0.960 0.231 0.671
S 0.566 1.578 1.486
O 0.461 1.076 2.832
O -0.913 1.752 0.872
C -1.771 0.597 0.897
C -1.889 -0.070 -0.475
C -2.897 -1.239 -0.302
C -2.585 -2.278 0.790
C -3.485 -2.132 2.011
N -3.055 -3.014 3.092
C -2.455 0.940 -1.520
C -3.387 2.030 -1.009
C -4.870 1.749 -1.016
N -3.011 3.189 -0.666
C -0.546 -0.693 -0.970
C -0.674 -1.248 -2.410
N -0.212 -2.637 -2.476
H 6.246 2.568 2.166
H 4.839 3.636 2.009
H 4.909 2.447 3.319
H 4.811 1.684 0.358
H 3.387 1.780 1.403
H 5.602 -0.318 0.119
H 5.529 -1.489 1.448
H 3.944 -2.256 -0.121
H 2.984 -1.454 1.152
H 1.732 -1.847 -0.852
H 2.047 -0.841 -2.254
H 0.666 1.225 -2.561
H 0.076 2.101 -1.171
H 2.783 1.795 -2.136
H 2.603 1.963 -0.548
H -2.749 0.963 1.211
H -1.410 -0.095 1.659
H -2.998 -1.739 -1.268
H -3.878 -0.809 -0.096
H -2.703 -3.287 0.389
H -1.543 -2.209 1.118
H -3.518 -1.077 2.315
H -4.504 -2.403 1.717
H -3.331 -2.667 4.000
H -2.046 -3.103 3.104
H -1.629 1.435 -2.033
H -3.000 0.377 -2.283
H -5.378 2.453 -0.362
H -5.116 0.730 -0.724
H -5.253 1.892 -2.031
H -1.997 3.284 -0.726
H -0.396 -1.564 -0.326
H -0.061 -0.662 -3.098
H -1.702 -1.135 -2.761
H -0.733 -3.199 -1.810
H -0.402 -3.030 -3.391
```

Results
gap between HOMO and LUMO = 9.78 eV

Atomic partial charges in e from the Löwdin method, atoms 1 to 8: atom 1 (C): -0.063, atom 2 (C): -0.279, atom 3 (O): -0.130, atom 4 (C): -0.192, atom 5 (C): -0.178, atom 6 (O): -0.145, atom 7 (C): -0.133, atom 8 (C): -0.377


Number 1: calculated total energy -1120.5686 Eh. Number 2: calculated total energy -3782.8620 Eh. Number 3: calculated total energy -3334.3024 Eh. Number 4: calculated total energy -7014.5809 Eh. Number 5: calculated total energy -6662.9455 Eh. Number 6: calculated total energy -2785.8899 Eh. Number 7: calculated total energy -1662.6988 Eh.